[1]
A cluster of 7 separate species, C28H68BClN7O8P in total, computed with ωB97M-V/def2-TZVPD.

Geometry (Å):
C 0.760 -4.780 2.462
C 0.343 -4.121 1.139
C -0.942 -4.676 0.517
C -2.193 -4.699 1.411
P -3.350 -3.299 1.158
Cl -4.583 -4.678 -0.435
C -4.817 -3.286 2.239
C -4.513 -3.634 3.701
C -2.336 -2.129 2.277
C -2.946 -0.768 2.607
C -2.210 -0.091 3.768
C -0.741 0.189 3.450
N -0.518 0.887 2.186
B -3.307 -2.107 -0.378
O -2.567 -2.416 -1.499
O -4.052 -0.965 -0.328
H 1.621 -5.434 2.335
H 1.051 -4.027 3.196
H -0.040 -5.363 2.918
H 1.138 -4.298 0.412
H 0.299 -3.038 1.259
H -0.732 -5.710 0.236
H -1.146 -4.155 -0.418
H -2.760 -5.597 1.182
H -1.953 -4.711 2.473
H -5.530 -4.004 1.843
H -5.284 -2.304 2.165
H -3.660 -4.302 3.810
H -5.362 -4.156 4.138
H -4.332 -2.752 4.314
H -1.391 -1.954 1.749
H -2.049 -2.628 3.207
H -3.989 -0.839 2.905
H -2.842 -0.099 1.754
H -2.238 -0.733 4.653
H -2.714 0.850 4.006
H -0.269 0.740 4.265
H -0.207 -0.762 3.380
H -1.232 1.583 2.013
H -0.473 0.240 1.411
H -1.646 -2.135 -1.476
H -3.524 -0.200 -0.590
C -8.142 -0.329 0.634
N -7.344 -0.354 1.841
C -6.621 0.652 2.396
C -6.641 1.991 1.696
O -5.973 0.467 3.415
H -9.184 -0.569 0.853
H -7.767 -1.052 -0.091
H -8.106 0.657 0.182
H -7.291 -1.220 2.355
H -6.014 2.673 2.263
H -6.250 1.905 0.682
H -7.653 2.395 1.648
C 1.350 3.920 -0.011
N 0.491 2.860 -0.494
C 0.480 2.265 -1.712
C 1.473 2.767 -2.727
O -0.311 1.357 -1.946
H 1.926 3.579 0.851
H 0.758 4.786 0.294
H 2.043 4.229 -0.787
H -0.188 2.462 0.135
H 1.347 2.199 -3.644
H 1.307 3.825 -2.936
H 2.495 2.646 -2.367
C 5.167 5.698 -5.088
N 4.795 5.017 -3.870
C 5.105 3.751 -3.489
C 5.938 2.918 -4.433
O 4.708 3.322 -2.414
H 5.754 6.588 -4.857
H 4.267 6.000 -5.630
H 5.760 5.059 -5.735
H 4.225 5.525 -3.206
H 6.102 1.943 -3.987
H 5.423 2.792 -5.386
H 6.908 3.377 -4.618
C -6.224 -8.812 4.287
N -5.323 -7.736 4.640
C -5.056 -7.228 5.873
C -5.778 -7.844 7.051
O -4.265 -6.310 6.010
H -5.685 -9.626 3.799
H -7.000 -8.461 3.605
H -6.704 -9.206 5.176
H -4.812 -7.282 3.898
H -5.454 -7.325 7.948
H -6.858 -7.737 6.948
H -5.541 -8.904 7.147
C 4.314 9.817 -0.573
N 3.554 8.690 -1.073
C 3.599 8.125 -2.303
C 4.555 8.721 -3.311
O 2.887 7.167 -2.572
H 4.920 9.523 0.285
H 3.649 10.625 -0.263
H 4.976 10.196 -1.345
H 2.900 8.243 -0.449
H 4.458 8.168 -4.238
H 4.322 9.768 -3.504
H 5.582 8.647 -2.952
C 9.621 -0.962 -7.547
N 8.850 0.072 -6.889
C 9.121 0.710 -5.720
C 10.382 0.315 -4.986
O 8.367 1.566 -5.288
H 9.935 -0.638 -8.541
H 9.034 -1.875 -7.654
H 10.509 -1.193 -6.968
H 7.995 0.379 -7.327
H 10.443 0.913 -4.083
H 10.362 -0.741 -4.713
H 11.266 0.499 -5.597

Its energy above the lowest of the compared OMol25 structures with the same formula, charge and spin is 0.000 eV. The energy comes out at -2919.45773 hartree. For the LUMO energy, the calculation gives 0.628 eV. For the HOMO energy, the calculation gives -8.2 eV.

Here are the Löwdin charges for atoms 1 to 8, given in e:
1. C -0.096
2. C -0.253
3. C -0.226
4. C -0.323
5. P 0.810
6. Cl 0.051
7. C -0.360
8. C -0.118

[2]
A structure of composition C28H68ClIInN6O2P2S, computed with ωB97M-V/def2-TZVPD.

Geometry (Å):
C 2.791 0.725 2.527
C 2.681 2.058 1.814
C 3.048 3.363 2.543
C 2.227 2.181 0.553
C 1.131 3.212 0.244
C -0.097 2.558 -0.432
C -0.179 2.689 -1.964
C 0.175 4.077 -2.515
C -1.627 2.270 -2.374
C -2.732 3.290 -1.982
In -3.898 2.781 -0.147
Cl -3.336 4.552 1.544
C -6.092 3.032 -0.556
C -6.723 4.038 0.461
C -7.091 3.242 1.719
S -8.330 4.119 2.781
C -3.336 0.838 0.805
C -3.745 -0.442 0.009
C -2.634 -1.512 0.182
I -1.356 -1.755 -1.538
H 3.222 0.840 3.529
H 3.430 0.028 1.959
H 1.802 0.263 2.606
H 2.216 3.734 3.165
H 3.954 3.206 3.138
H 3.242 4.129 1.788
H 2.651 1.588 -0.265
H 0.799 3.582 1.222
H 1.539 4.088 -0.282
H -0.024 1.477 -0.219
H -0.991 2.905 0.097
H 0.478 1.948 -2.444
H -0.222 4.898 -1.906
H -0.117 4.210 -3.565
H 1.272 4.184 -2.492
H -1.627 2.208 -3.476
H -1.797 1.274 -1.944
H -3.459 3.301 -2.810
H -2.383 4.324 -1.876
H -6.649 2.085 -0.576
H -6.171 3.522 -1.539
H -7.615 4.495 0.003
H -6.033 4.851 0.708
H -7.571 2.302 1.434
H -6.201 3.046 2.325
H -7.619 4.292 3.920
H -2.249 0.860 0.979
H -3.784 0.772 1.808
H -3.969 -0.214 -1.038
H -4.632 -0.851 0.510
H -3.058 -2.498 0.403
H -1.981 -1.248 1.016
O 2.531 0.797 -3.874
P 3.659 0.257 -4.731
N 3.355 1.257 -6.106
C 3.372 0.885 -7.502
C 3.588 2.687 -5.903
N 2.988 -1.349 -4.885
C 2.319 -1.796 -6.093
C 2.146 -1.758 -3.756
N 5.177 -0.312 -5.323
C 6.254 0.667 -5.442
C 5.512 -1.600 -5.892
H 4.368 0.596 -7.872
H 3.036 1.717 -8.123
H 2.668 0.086 -7.725
H 4.658 2.931 -5.873
H 3.142 3.015 -4.962
H 3.127 3.287 -6.688
H 1.422 -1.202 -6.318
H 2.013 -2.841 -5.989
H 2.981 -1.792 -6.960
H 1.146 -1.315 -3.815
H 2.594 -1.465 -2.808
H 2.032 -2.846 -3.732
H 6.243 1.162 -6.421
H 7.236 0.209 -5.315
H 6.164 1.433 -4.670
H 5.262 -1.641 -6.958
H 5.030 -2.423 -5.372
H 6.585 -1.798 -5.806
O 1.547 -2.947 5.368
P 0.417 -3.961 5.399
N -0.395 -3.405 3.985
C -1.817 -3.234 3.780
C 0.333 -3.588 2.729
N -0.290 -3.361 6.882
C -1.491 -2.541 6.889
C 0.664 -2.721 7.791
N -0.527 -5.402 5.527
C -0.369 -6.395 4.469
C -1.599 -5.715 6.448
H -2.383 -4.179 3.793
H -2.010 -2.767 2.815
H -2.259 -2.549 4.499
H 0.334 -4.637 2.406
H 1.373 -3.270 2.838
H -0.085 -2.989 1.920
H -1.350 -1.592 6.355
H -1.783 -2.311 7.917
H -2.352 -3.065 6.473
H 0.905 -1.700 7.476
H 1.591 -3.288 7.850
H 0.250 -2.674 8.802
H -1.058 -6.211 3.637
H -0.551 -7.408 4.832
H 0.650 -6.382 4.078
H -2.554 -5.312 6.097
H -1.401 -5.361 7.455
H -1.725 -6.799 6.547

The energy comes out at -3615.42509 hartree. For the LUMO energy, the calculation gives 1.508 eV. For the HOMO energy, the calculation gives -4.6 eV. The net charge is -1.

Here are the Löwdin charges for atoms 1 to 8, given in e:
1. C -0.066
2. C -0.348
3. C -0.073
4. C -0.093
5. C -0.177
6. C -0.165
7. C -0.369
8. C -0.088

| no. | strongest force on any atom (hartree/bohr) |
| --- | --- |
| 1 | 0.038 |
| 2 | 0.136 |